No. 1
DFT (ωB97M-V with the def2-TZVPD basis set) results for a molecular structure, C17H32CaN7O4S in a non-equilibrium geometry.

Output
- LUMO level (eV) = 1.3
- energy (Ha) = -2427.11748
- energy above the lowest of the compared OMol25 structures with the same formula, charge and spin (kJ/mol) = 0.00
- Kohn-Sham gap (eV) = 2.58
- charge = -1

Positions of all 62 atoms, in Å:
Ca -0.29 -0.36 -1.28
S -2.29 0.07 -3.22
O -3.11 -0.75 -4.15
O -2.76 1.46 -3.57
O -0.79 -0.03 -3.50
O -2.58 -0.26 -1.79
N 2.51 -1.02 1.56
N 0.25 -1.55 1.15
N -0.33 4.43 -0.25
N 4.38 -0.99 0.30
N 1.13 -1.02 3.34
N -0.17 2.12 -0.85
N 2.21 -0.77 -0.74
C -0.72 -4.70 -1.63
C 0.08 -5.43 -2.56
C -0.89 2.59 1.34
C -0.45 -6.51 -0.01
C -0.95 -5.27 -0.31
C 0.17 -7.26 -1.04
C -0.14 4.86 -1.63
C -0.44 3.07 -0.02
C -1.96 5.97 0.77
C -0.09 -1.31 4.08
C 3.00 -0.96 0.28
C -1.36 4.81 -2.54
C 1.20 -1.20 1.98
C -1.30 -3.52 -2.00
C 2.15 -0.24 4.09
C -0.50 5.45 0.75
C 0.52 -6.69 -2.28
H 0.19 -1.35 5.12
H -2.02 -3.03 -1.36
H 0.41 -8.32 -0.88
H 1.12 -7.24 -3.01
H -0.86 -0.55 3.95
H 2.82 0.30 3.41
H 2.78 -0.59 -1.57
H 0.25 -4.96 -3.54
H -0.04 2.17 1.88
H -1.12 -3.05 -2.97
H -0.57 -1.89 1.67
H 1.60 0.49 4.69
H 2.73 -0.94 4.71
H -0.22 5.05 1.72
H 4.80 -1.61 0.98
H -2.21 5.39 -2.15
H -1.54 -4.69 0.41
H -1.60 1.79 1.21
H -1.66 3.77 -2.70
H -0.61 -6.97 0.95
H -1.09 5.26 -3.53
H 4.84 -1.00 -0.61
H 0.13 2.42 -1.78
H 3.18 -1.22 2.30
H -2.16 6.67 -0.03
H -2.20 6.42 1.72
H -0.47 -2.28 3.75
H 0.18 6.28 0.51
H 0.24 5.90 -1.63
H -1.33 3.37 1.97
H -2.68 5.16 0.62
H 0.65 4.24 -2.09

=====

No. 2
DFT (ωB97M-V with the def2-TZVPD basis set) results for 2 unconnected molecules or ions with the total composition C2H6NO2 in a non-equilibrium geometry.

Output
- LUMO level (eV) = 4.2
- energy (Ha) = -285.05216
- energy above the lowest of the compared OMol25 structures with the same formula, charge and spin (kJ/mol) = 154.61
- Kohn-Sham gap (eV) = 7.93
- charge = -1

Positions of all 11 atoms, in Å:
O -2.86 0.30 -1.03
O 1.53 -0.20 0.01
N -0.65 1.07 -0.96
C 1.27 -0.68 1.29
C -1.67 0.32 -1.39
H 0.87 0.29 -0.60
H -1.30 -0.50 -2.04
H 0.88 -1.70 1.29
H 0.50 0.01 1.80
H -0.79 1.77 -0.24
H 2.21 -0.69 1.87

=====

No. 3
DFT (ωB97M-V with the def2-TZVPD basis set) results for a molecular structure, C28H30AuBrN5O2 in a non-equilibrium geometry.

Output
- LUMO level (alpha / beta) (eV) = -5.8 / -5.8
- energy (Ha) = -4218.54473
- energy above the lowest of the compared OMol25 structures with the same formula, charge and spin (kJ/mol) = 193.57
- Kohn-Sham gap (alpha / beta) (eV) = 4.54 / 4.54
- charge = +1

Positions of all 67 atoms, in Å:
Au 0.15 -0.37 0.70
Br 1.89 -0.04 -2.53
O 3.05 1.86 2.03
O 1.05 -1.31 2.37
N -1.06 3.61 -0.23
N -3.70 -1.26 2.71
N -1.85 -0.42 1.93
N 3.20 -0.87 1.54
N 2.59 -0.98 0.36
C -3.32 -0.26 3.57
C 2.55 2.54 4.22
C 2.29 -1.00 2.72
C 0.09 -4.01 -3.68
C -0.64 -4.18 -4.84
C -0.30 -3.46 -5.98
C -2.77 -1.33 1.74
C 2.31 -1.78 -1.84
C 1.13 -3.09 -3.63
C -1.70 2.45 0.29
C -2.32 -0.55 -2.71
C 1.90 -2.92 -2.40
C 2.66 1.51 3.28
C -2.99 1.46 -1.62
C 0.32 3.47 -0.62
C 3.01 -1.73 -0.57
C 0.74 -2.54 -5.94
C -1.07 0.25 -0.81
C -2.17 0.25 3.06
C 1.94 -0.04 4.97
C -1.84 4.54 -1.00
C -1.28 -0.69 -1.81
C 2.35 0.21 3.67
C -3.20 0.51 -2.60
C -1.92 1.34 -0.74
C 1.45 -2.36 -4.77
C 1.82 0.99 5.89
C 2.14 2.29 5.51
H -4.04 0.60 -3.26
H 2.71 -1.85 3.30
H -1.98 4.20 -2.03
H -3.89 0.01 4.43
H 3.21 1.07 1.50
H 1.70 -1.05 5.27
H -1.33 5.50 -1.04
H -0.62 -1.54 -1.91
H 0.42 2.93 -1.57
H -2.82 4.67 -0.54
H -2.67 2.74 0.71
H 0.86 2.93 0.15
H -1.55 1.04 3.43
H 0.77 4.45 -0.75
H 2.82 3.54 3.90
H -0.85 -3.62 -6.90
H 2.07 3.10 6.22
H -4.51 -1.85 2.81
H -0.17 -4.58 -2.80
H 4.07 -1.40 1.63
H 1.00 -1.98 -6.82
H 2.28 -1.68 -4.75
H -1.46 -4.88 -4.87
H -2.45 -1.29 -3.49
H -2.80 -2.02 0.93
H 1.50 0.78 6.90
H -3.69 2.28 -1.50
H 2.12 -3.83 -1.85
H -1.08 2.04 1.10
H 3.88 -2.38 -0.45

=====

No. 4
DFT (ωB97M-V with the def2-TZVPD basis set) results for a single CH3N5O molecule in a non-equilibrium geometry.

Output
- LUMO level (eV) = 0.3
- energy (Ha) = -388.76530
- energy above the lowest of the compared OMol25 structures with the same formula, charge and spin (kJ/mol) = 274.13
- Kohn-Sham gap (eV) = 9.35
- charge = 0
- SMILES = N/N=c1/nn[nH]o1

Positions of all 10 atoms, in Å:
O -0.46 0.75 -0.32
N 1.12 -0.84 -0.14
N 2.09 0.15 -0.20
N -1.23 -1.35 -0.18
N -1.88 0.76 -0.21
N -2.19 -0.62 -0.12
C -0.05 -0.46 -0.08
H -2.18 1.02 0.80
H 1.90 0.98 0.44
H 2.87 -0.40 0.00

=====

No. 5
DFT (ωB97M-V with the def2-TZVPD basis set) results for a single C12H16N2 molecule in a non-equilibrium geometry.

Output
- LUMO level (eV) = 0.9
- energy (Ha) = -576.26853
- energy above the lowest of the compared OMol25 structures with the same formula, charge and spin (kJ/mol) = 292.64
- Kohn-Sham gap (eV) = 9.20
- charge = 0
- SMILES = CCc1cc2n(n1)C=CC=CC2(C)C

Positions of all 30 atoms, in Å:
N 1.09 1.61 0.52
N 0.27 0.69 1.07
C 0.60 0.09 -1.06
C 2.11 2.18 -1.72
C -0.65 -1.52 2.78
C 0.04 0.87 2.39
C -1.33 -1.21 0.32
C -2.50 -0.16 0.30
C -1.08 -1.99 1.62
C 1.35 1.27 -0.77
C -0.06 -0.22 0.12
C 2.83 1.39 -2.83
C -1.40 -2.12 -0.90
C -0.51 -0.03 3.19
H 2.22 0.63 -3.21
H -1.27 -1.53 -1.84
H 3.14 2.07 -3.67
H 3.82 1.14 -2.50
H -1.30 -3.07 1.40
H 2.70 2.69 -1.03
H 1.33 2.90 -1.93
H 0.55 -0.38 -1.99
H 0.24 1.87 2.81
H -2.22 0.51 -0.42
H -2.45 -2.58 -1.09
H -0.66 -2.90 -0.75
H -2.30 0.47 1.19
H -0.59 0.19 4.27
H -0.50 -2.25 3.55
H -3.47 -0.59 0.20

=====

No. 6
DFT (ωB97M-V with the def2-TZVPD basis set) results for a molecular structure, C20H21FeN3O4 in a non-equilibrium geometry.

Output
- LUMO level (alpha / beta) (eV) = -1.0 / -1.1
- <S²> = 6.02
- energy (Ha) = -2503.56071
- Kohn-Sham gap (alpha / beta) (eV) = 6.37 / 6.90
- charge = 0
- 2S+1 = 5

Positions of all 49 atoms, in Å:
Fe 0.30 -0.30 0.13
O 2.49 4.28 7.62
O 3.95 2.63 7.53
O -0.93 1.64 2.21
O 1.11 0.95 1.38
N -0.93 1.12 -0.84
N -1.56 -1.25 -0.03
N 2.93 3.22 7.10
C -3.94 -1.01 -0.46
C -0.51 2.39 -1.02
C -4.15 -2.32 -0.01
C -1.78 -2.52 0.38
C -3.21 1.86 -1.13
C -3.05 -3.09 0.39
C 2.09 1.19 4.09
C -1.39 3.44 -1.28
C -2.77 3.17 -1.35
C 1.18 -2.11 0.16
C -2.27 0.85 -0.87
C -2.62 -0.50 -0.49
C 3.40 -0.23 -1.40
C 2.68 1.54 5.30
C 3.52 -1.74 -1.65
C 0.49 3.02 4.30
C 0.31 1.48 2.30
C 1.11 3.41 5.49
C 1.02 1.93 3.56
C 2.22 2.69 5.98
H 4.37 0.19 -1.11
H 0.57 2.53 -0.96
H 3.09 0.28 -2.32
H -0.40 3.56 3.96
H -3.11 -4.12 0.73
H -1.00 4.44 -1.42
H -4.77 -0.38 -0.76
H 3.51 0.98 5.70
H 2.68 0.00 -0.60
H 0.76 -2.80 0.90
H 2.46 0.32 3.54
H 0.77 4.27 6.07
H 1.15 -2.64 -0.81
H -0.94 -3.11 0.72
H 3.80 -2.27 -0.73
H -4.28 1.62 -1.11
H 4.28 -2.00 -2.41
H 2.22 -1.91 0.44
H 2.58 -2.17 -2.01
H -3.47 3.98 -1.53
H -5.14 -2.76 0.05

=====

No. 7
DFT (ωB97M-V with the def2-TZVPD basis set) results for a molecular structure, C29H29N4O4Si2V.

Output
- LUMO level (alpha / beta) (eV) = 4.4 / 4.4
- <S²> = 2.11
- energy (Ha) = -3165.66235
- Kohn-Sham gap (alpha / beta) (eV) = 4.39 / 4.63
- charge = -2
- 2S+1 = 3

Positions of all 69 atoms, in Å:
V 0.83 0.71 1.29
Si -2.78 -0.09 0.63
Si 0.04 -2.56 -0.33
O -1.30 0.22 1.26
O 1.03 -2.11 2.79
O -1.43 -0.42 3.53
O 0.52 -1.32 0.61
N 3.22 1.69 2.63
N 1.40 1.06 -0.71
N 0.91 2.00 2.88
N 2.71 1.10 1.50
C 4.88 0.73 0.42
C -0.83 2.07 -4.14
C 0.40 2.68 -3.89
C 2.22 2.14 3.34
C -4.25 -2.55 -2.29
C -3.23 -3.42 -2.66
C -1.28 1.11 -3.24
C -2.77 -1.49 -0.66
C 1.22 -2.58 -1.79
C 3.50 0.88 0.41
C -1.73 -2.37 -1.02
C 1.40 3.35 5.28
C -3.37 1.49 -0.21
C -0.10 2.51 3.61
C -0.87 -0.66 2.46
C 2.77 0.82 -0.81
C -0.53 0.78 -2.12
C 4.86 0.35 -1.96
C 5.56 0.46 -0.77
C 0.30 -1.36 2.12
C -4.00 -1.61 -1.31
C 1.15 2.36 -2.78
C 0.06 -4.18 0.61
C -2.00 -3.32 -2.03
C -3.99 -0.58 1.98
C 0.07 3.21 4.78
C 2.44 2.82 4.59
C 3.47 0.52 -1.98
C 0.70 1.39 -1.85
H -5.22 -2.60 -2.77
H -3.64 -1.47 2.49
H -1.41 2.33 -5.01
H -3.79 1.33 -1.20
H -4.11 1.99 0.41
H 1.10 -1.67 -2.37
H -0.87 0.02 -1.44
H -1.22 -4.00 -2.33
H -4.02 0.21 2.73
H 5.38 0.12 -2.88
H 2.23 -2.59 -1.39
H -0.17 -5.01 -0.05
H -4.81 -0.93 -1.04
H 6.64 0.33 -0.76
H -3.39 -4.16 -3.43
H 2.10 2.84 -2.59
H 1.03 -4.33 1.08
H 3.46 2.89 4.95
H -1.09 2.31 3.21
H -4.99 -0.75 1.58
H 5.40 0.82 1.36
H -0.79 3.58 5.32
H -2.22 0.60 -3.41
H 0.77 3.44 -4.57
H 1.57 3.86 6.22
H -0.68 -4.15 1.42
H 2.95 0.45 -2.92
H -2.51 2.17 -0.33
H 1.10 -3.44 -2.46

=====

No. 8
DFT (ωB97M-V with the def2-TZVPD basis set) results for a molecular structure, C19H13F3N4NiO5S in a non-equilibrium geometry.

Output
- LUMO level (alpha / beta) (eV) = 4.7 / 4.7
- <S²> = 2.02
- energy (Ha) = -3533.20147
- energy above the lowest of the compared OMol25 structures with the same formula, charge and spin (kJ/mol) = 179.61
- Kohn-Sham gap (alpha / beta) (eV) = 4.37 / 4.26
- charge = -2
- 2S+1 = 3

Positions of all 46 atoms, in Å:
Ni -0.12 1.03 -0.53
S -1.79 2.27 1.14
F -3.72 1.88 3.04
F -2.33 0.25 2.97
F -3.84 0.46 1.45
O 3.75 1.78 -1.88
O -2.30 2.08 -0.19
O -2.08 3.56 1.71
O 3.78 -0.48 0.04
O -0.48 1.76 1.48
N 0.46 2.86 -1.28
N 0.96 -1.60 -1.71
N -1.05 -0.48 -0.48
N 2.00 0.70 -0.83
C 0.53 -3.93 -1.42
C 1.67 5.40 -1.25
C 0.28 5.25 -1.20
C -2.57 -3.39 1.03
C -2.39 -2.30 0.23
C 1.55 -4.03 -0.49
C -0.26 3.99 -1.22
C 2.64 1.77 -1.35
C 1.93 -1.69 -0.80
C 2.43 4.25 -1.31
C -0.51 -2.92 2.17
C 0.28 -2.70 -1.99
C 2.68 -0.42 -0.50
C -0.32 -1.81 1.40
C -1.23 -1.46 0.36
C 1.81 3.01 -1.31
C 2.26 -2.89 -0.17
C -2.96 1.14 2.19
C -1.62 -3.74 2.00
H -1.76 -4.62 2.61
H -3.11 -2.02 -0.52
H 0.22 -3.18 2.94
H 0.54 -1.16 1.55
H -0.08 -4.79 -1.68
H -0.36 6.12 -1.14
H 1.78 -4.98 -0.01
H -1.34 3.85 -1.21
H 2.13 6.38 -1.24
H 3.51 4.28 -1.36
H -0.52 -2.57 -2.71
H -3.45 -4.01 0.91
H 3.05 -2.90 0.57

=====

No. 9
DFT (ωB97M-V with the def2-TZVPD basis set) results for a molecular structure, CH3I2N2 in a non-equilibrium geometry.

Output
- LUMO level (eV) = -5.9
- energy (Ha) = -744.41787
- energy above the lowest of the compared OMol25 structures with the same formula, charge and spin (kJ/mol) = 278.60
- Kohn-Sham gap (eV) = 8.69
- charge = +1

Positions of all 8 atoms, in Å:
I 1.40 -1.42 1.86
I -0.92 2.50 -0.25
N 0.20 1.00 0.47
N -0.30 -1.03 -1.11
C 0.36 -0.25 0.45
H 0.91 1.52 1.03
H -0.99 -0.33 -1.48
H -0.66 -2.00 -0.97

=====

No. 10
DFT (ωB97M-V with the def2-TZVPD basis set) results for a molecular structure, C42H47F6N5OZr.

Output
- LUMO level (eV) = -6.7
- energy (Ha) = -2623.65026
- energy above the lowest of the compared OMol25 structures with the same formula, charge and spin (kJ/mol) = 207.65
- Kohn-Sham gap (eV) = 6.48
- charge = +2

Positions of all 102 atoms, in Å:
Zr -0.01 -0.31 0.19
F 0.06 -4.11 -1.94
F 1.76 -5.32 -1.36
F 3.10 -2.80 1.44
F 1.74 -4.42 1.76
F 0.09 -5.15 -0.03
F 1.02 -2.36 1.88
O 0.59 -2.11 -0.48
N 0.64 0.32 2.44
N -0.20 2.03 0.04
N -2.22 -0.17 0.17
N 2.17 0.06 0.22
N 0.70 -0.02 -2.01
C 2.84 0.17 -0.94
C -5.01 -0.46 -2.89
C 2.62 3.46 0.88
C 1.77 0.29 4.99
C -2.07 -2.37 2.00
C -0.12 0.54 3.53
C -3.39 -1.01 0.31
C 0.84 -4.47 -0.90
C -0.78 4.21 0.46
C 2.63 -0.03 -3.42
C -1.93 3.49 0.58
C -1.58 0.80 3.39
C -1.58 2.15 0.31
C 2.04 0.03 -2.17
C 1.50 -3.15 -0.33
C 4.19 0.34 1.44
C -2.49 1.12 0.35
C 2.81 -3.03 -1.13
C -4.67 0.24 -1.57
C -2.19 -2.39 3.52
C 0.25 3.32 0.11
C 1.83 -0.09 -4.54
C 2.56 0.10 3.86
C 1.86 -3.24 1.19
C -4.56 -0.76 -0.43
C 1.64 3.85 -0.23
C -1.56 -0.22 -2.91
C 4.89 0.48 0.25
C -0.08 -0.12 -3.10
C 2.04 3.34 -1.62
C -5.69 -1.51 -0.12
C -1.64 -3.74 1.47
C 0.43 0.54 4.81
C 4.21 0.42 -0.95
C 2.82 0.15 1.40
C 1.64 5.38 -0.31
C 0.46 -0.12 -4.39
C 1.98 0.16 2.61
C -5.69 -2.46 0.89
C -3.36 -2.00 1.29
C -5.71 1.32 -1.28
C -4.52 -2.70 1.59
H -1.80 -1.06 -2.26
H 2.57 -2.99 -2.19
H 3.44 -3.89 -0.94
H -0.20 -0.17 -5.24
H -1.30 -1.63 1.71
H -2.66 -3.32 3.85
H 3.65 3.67 0.58
H 5.95 0.67 0.27
H -0.67 5.28 0.59
H -2.09 0.63 4.34
H -2.93 3.84 0.79
H -6.70 0.89 -1.18
H -5.49 1.87 -0.36
H -3.71 0.74 -1.71
H -1.73 1.84 3.10
H -0.21 0.73 5.66
H -4.34 -1.30 -3.09
H 1.46 5.85 0.66
H -2.45 -4.46 1.60
H -6.59 -3.01 1.12
H -6.03 -0.84 -2.88
H -1.43 -3.67 0.41
H 2.20 0.26 5.98
H 3.71 -0.03 -3.53
H -5.74 2.04 -2.10
H -3.50 1.41 0.62
H -2.80 -1.56 3.89
H 4.74 0.54 -1.88
H 3.38 -2.15 -0.85
H -0.78 -4.12 2.01
H 2.40 4.02 1.79
H -4.94 0.25 -3.72
H -1.93 0.70 -2.46
H 1.53 3.93 -2.38
H 3.62 -0.09 3.98
H 2.53 2.40 1.12
H -4.51 -3.46 2.37
H -6.60 -1.35 -0.69
H -2.04 0.17 2.64
H -2.07 -0.37 -3.86
H 3.12 3.44 -1.78
H 4.71 0.42 2.38
H 1.75 2.31 -1.75
H 0.89 5.75 -1.02
H -1.21 -2.34 3.99
H 2.27 -0.10 -5.53
H 2.62 5.71 -0.65

=====

No. 11
DFT (ωB97M-V with the def2-TZVPD basis set) results for 6 unconnected molecules or ions with the total composition H12O6 in a non-equilibrium geometry.

Output
- LUMO level (eV) = 0.2
- energy (Ha) = -458.62404
- energy above the lowest of the compared OMol25 structures with the same formula, charge and spin (kJ/mol) = 127.16
- Kohn-Sham gap (eV) = 10.51
- charge = 0
- SMILES = O.O.O.O.O.O

Positions of all 18 atoms, in Å:
O -1.02 -1.71 -0.97
O 0.39 0.78 -0.19
O 1.15 -1.51 1.33
O -1.85 2.11 0.15
O 1.80 1.58 -2.64
O -1.27 -1.07 2.68
H -2.15 1.78 0.99
H -0.65 -0.83 -1.02
H -0.94 1.86 0.08
H 1.38 -1.64 2.22
H 0.85 0.15 0.39
H -1.58 -1.91 2.30
H 1.77 1.39 -3.59
H 0.96 0.98 -0.91
H -1.94 -1.68 -1.17
H -0.40 -1.04 2.29
H 1.87 -1.79 0.75
H 1.66 2.57 -2.68